C75H175N25O25 | the ωB97M-V functional and the def2-TZVPD basis

XYZ file:
```
300
C75H175N25O25 the ωB97M-V functional and the def2-TZVPD basis
C -0.2327 -3.8888 -1.6116
C 0.0695 -4.6131 -2.8705
O -0.8439 -4.8177 -3.6596
N 1.2901 -4.9790 -3.1420
C 1.8208 -5.6901 -4.3314
H -0.3876 -4.6040 -0.8038
H -1.2030 -3.4014 -1.7074
H 0.5127 -3.1122 -1.4404
H 1.9517 -4.8961 -2.3834
H 2.5155 -6.4035 -3.8880
H 2.4306 -5.0225 -4.9401
H 1.2445 -6.1940 -5.1074
C 3.6317 1.8527 3.4389
C 3.4696 0.5237 4.1803
O 3.8751 0.4249 5.3412
N 2.8269 -0.4539 3.5861
C 2.3860 -1.6260 4.2498
H 4.3221 2.5701 3.8824
H 2.7085 2.3705 3.1783
H 4.0626 1.5539 2.4833
H 2.4334 -0.3528 2.6615
H 3.0767 -2.4676 4.1971
H 1.5070 -1.8420 3.6425
H 2.2746 -1.4887 5.3254
C -2.1258 4.8483 -1.2207
C -3.0917 5.9426 -0.8325
O -2.7350 6.8609 -0.1261
N -4.3472 5.7706 -1.0976
C -5.4121 6.7051 -0.5911
H -2.1076 3.9809 -0.5609
H -1.2045 5.4307 -1.2335
H -2.2369 4.5741 -2.2697
H -4.5692 5.1960 -1.8980
H -5.7172 7.3499 -1.4152
H -5.0986 7.3027 0.2649
H -6.3774 6.2711 -0.3305
C -5.0529 -5.7409 -5.1473
C -5.0916 -4.2720 -4.7960
O -6.0905 -3.5785 -4.9280
N -4.0354 -3.7618 -4.1763
C -4.0158 -2.5187 -3.4626
H -4.8504 -5.9267 -6.2021
H -6.0068 -6.1804 -4.8555
H -4.3737 -6.3369 -4.5377
H -3.1790 -4.2927 -4.1063
H -4.9649 -1.9828 -3.4609
H -3.3479 -1.7897 -3.9214
H -3.8056 -2.7356 -2.4153
C 1.2652 -1.1766 -5.1931
C 0.2269 -0.1662 -5.6361
O -0.5067 0.4403 -4.8763
N 0.0784 -0.1481 -6.9103
C -1.0335 0.6042 -7.6244
H 2.2439 -1.0244 -5.6482
H 1.0765 -2.1417 -5.6633
H 1.3961 -1.3078 -4.1190
H 0.6029 -0.7177 -7.5589
H -2.0193 0.3460 -7.2374
H -1.1353 0.5093 -8.7055
H -0.8171 1.6680 -7.5266
C -2.7578 7.7694 -5.5914
C -1.8482 6.7453 -4.9556
O -2.2556 5.6382 -4.5799
N -0.5060 7.0462 -4.8406
C 0.4450 6.2970 -4.0530
H -2.7738 8.6960 -5.0176
H -3.7449 7.3198 -5.6984
H -2.3231 8.0384 -6.5541
H -0.2013 7.8800 -5.3221
H -0.0082 5.7963 -3.1974
H 1.2305 6.9681 -3.7056
H 1.0500 5.5593 -4.5802
C -5.1553 4.5292 -7.1976
C -4.5865 3.2846 -6.5389
O -5.0723 2.2345 -6.8879
N -3.6278 3.4826 -5.6348
C -2.9677 2.3374 -4.9875
H -5.1402 4.5570 -8.2871
H -4.5755 5.3909 -6.8668
H -6.1711 4.7369 -6.8614
H -3.2417 4.4049 -5.4920
H -2.0658 2.1433 -5.5681
H -3.5092 1.4339 -4.7073
H -2.4373 2.7826 -4.1457
C -1.4196 4.7278 6.5570
C -0.1765 3.8767 6.7457
O 0.8157 4.2867 7.3102
N -0.1649 2.6204 6.3275
C 0.8966 1.6327 6.3927
H -1.0816 5.6470 6.0785
H -1.9296 4.9218 7.5006
H -2.2410 4.3585 5.9429
H -0.9316 2.3342 5.7356
H 0.7108 1.0451 7.2917
H 1.8263 2.2017 6.4003
H 0.8053 1.0386 5.4834
C 5.8829 7.3635 -3.5934
C 4.6452 7.1198 -2.7430
O 4.0050 8.1294 -2.5021
N 4.5224 5.8915 -2.2981
C 3.4835 5.4023 -1.3465
H 5.8497 8.3166 -4.1212
H 5.6051 6.6472 -4.3666
H 6.7611 7.1987 -2.9690
H 5.3769 5.3678 -2.4230
H 3.5277 4.3135 -1.3684
H 2.5474 5.7163 -1.8084
H 3.6968 5.7595 -0.3391
C 0.9248 10.8880 -1.6357
C -0.0755 9.8759 -2.0187
O -0.6540 9.9882 -3.0442
N -0.2189 8.7467 -1.3036
C 0.5750 8.3326 -0.1054
H 0.5459 11.4866 -0.8073
H 1.1541 11.5858 -2.4410
H 1.9496 10.5456 -1.4921
H -0.8517 8.0276 -1.6238
H 0.2734 7.3299 0.1976
H 0.5983 8.9425 0.7977
H 1.5353 8.0594 -0.5427
C -3.5035 -5.2626 2.4919
C -3.3369 -4.2282 3.6330
O -3.1386 -3.0753 3.3974
N -3.4552 -4.7627 4.8964
C -3.0286 -4.1972 6.1281
H -3.2421 -6.2694 2.8177
H -2.6624 -5.0201 1.8424
H -4.4175 -5.0488 1.9378
H -3.8558 -5.6830 5.0089
H -1.9512 -4.3529 6.0744
H -3.3926 -4.7280 7.0077
H -3.1334 -3.1278 6.3114
C 2.1292 -2.6870 8.6279
C 0.8361 -2.7944 7.8956
O 0.3829 -3.8498 7.4051
N 0.2357 -1.5560 7.8999
C -1.0191 -1.1931 7.2172
H 2.8344 -3.1603 7.9446
H 2.0444 -3.2502 9.5572
H 2.3168 -1.6425 8.8765
H 0.8132 -0.8574 8.3457
H -1.8843 -1.1055 7.8745
H -1.1458 -1.7932 6.3161
H -0.8671 -0.1708 6.8709
C 0.4200 -5.1004 4.1898
C 1.4389 -6.1287 4.4998
O 2.0345 -6.7033 3.6164
N 1.7083 -6.2258 5.8035
C 2.9327 -6.8000 6.3135
H 0.9251 -4.3660 3.5624
H -0.1420 -4.7391 5.0510
H -0.3425 -5.5220 3.5348
H 1.0345 -5.7985 6.4228
H 3.6883 -6.0856 6.6404
H 3.4919 -7.5166 5.7119
H 2.6548 -7.2563 7.2636
C 5.5339 1.1643 -2.3498
C 4.7413 0.7777 -1.1389
O 4.9301 1.3402 -0.0750
N 3.7391 -0.1260 -1.1892
C 3.4304 -0.8796 -2.3149
H 6.5344 0.7630 -2.1877
H 5.6136 2.2513 -2.3385
H 5.0845 0.8769 -3.3004
H 3.2445 -0.3453 -0.3363
H 2.5780 -1.5335 -2.1310
H 4.2214 -1.4694 -2.7781
H 3.1358 -0.1043 -3.0222
C 1.3945 2.7669 -2.7908
C 2.1210 2.7804 -4.1150
O 3.3329 2.9478 -4.1244
N 1.4166 2.6827 -5.2345
C 1.7748 3.0811 -6.5823
H 1.7313 1.8783 -2.2569
H 0.3394 2.5088 -2.8813
H 1.5077 3.5788 -2.0724
H 0.5285 2.2377 -5.0521
H 2.0017 2.1885 -7.1654
H 2.7054 3.6467 -6.6272
H 1.0836 3.7624 -7.0785
C 0.2767 -8.5990 -2.1515
C 0.0682 -7.8534 -0.8682
O 0.8514 -7.0185 -0.4756
N -0.9839 -8.2807 -0.2123
C -1.2705 -7.9150 1.1612
H -0.3438 -9.4951 -2.1576
H 1.3287 -8.8806 -2.1969
H -0.0460 -8.0782 -3.0530
H -1.7735 -8.6217 -0.7418
H -2.1580 -8.4484 1.5017
H -1.3762 -6.8302 1.1688
H -0.4602 -8.2882 1.7875
C -7.4582 -4.9765 -2.0002
C -6.6701 -4.3478 -0.8259
O -6.3032 -5.1274 0.0510
N -6.3279 -3.0657 -0.8787
C -5.6922 -2.3104 0.2050
H -8.5381 -4.8888 -1.8814
H -6.9887 -5.9030 -2.3308
H -7.1757 -4.3560 -2.8507
H -6.6764 -2.5786 -1.6919
H -6.4648 -1.6181 0.5396
H -4.8098 -1.8003 -0.1814
H -5.4877 -2.9192 1.0857
C -2.6772 -0.0413 -1.4159
C -3.3319 0.8106 -0.3495
O -2.6282 1.4077 0.4788
N -4.6998 0.8212 -0.3964
C -5.6049 1.5875 0.4815
H -3.2195 0.0910 -2.3521
H -2.3576 -1.0330 -1.0958
H -1.7420 0.3514 -1.8150
H -5.0787 0.3713 -1.2175
H -6.4379 2.1162 0.0181
H -4.9678 2.3188 0.9790
H -5.8619 0.9538 1.3303
C 6.5392 3.7486 0.0522
C 7.0635 5.1622 -0.2145
O 7.3534 5.4788 -1.4137
N 7.0178 6.0997 0.7555
C 7.4623 7.4724 0.6330
H 6.7807 3.4984 1.0853
H 6.8363 2.9539 -0.6320
H 5.4593 3.7418 0.1997
H 6.9058 5.6537 1.6547
H 8.5214 7.3658 0.3984
H 7.1994 7.9579 1.5728
H 7.1046 7.9816 -0.2620
C 7.9096 -4.4153 3.8202
C 7.3875 -3.1586 3.2577
O 7.6540 -2.1009 3.9107
N 6.7216 -3.2628 2.1359
C 5.9455 -2.0975 1.6333
H 8.9950 -4.3550 3.8995
H 7.8666 -5.3526 3.2654
H 7.4522 -4.7321 4.7574
H 6.6924 -4.1471 1.6488
H 6.3872 -1.1621 1.9768
H 4.8636 -1.9647 1.6308
H 6.2788 -1.9649 0.6040
C -3.0621 0.6657 3.6387
C -4.5151 0.3085 3.8821
O -5.3297 1.1410 3.9582
N -4.8965 -0.9956 3.9831
C -6.2624 -1.4861 4.0656
H -3.0086 1.3657 2.8049
H -2.4071 -0.1948 3.5021
H -2.7383 1.3685 4.4063
H -4.2582 -1.7783 3.9860
H -6.5205 -1.4139 5.1221
H -6.4873 -2.4420 3.5925
H -7.0035 -0.8574 3.5719
C -3.7404 -6.1310 -1.4147
C -3.7112 -7.4515 -2.2022
O -4.3127 -8.4151 -1.8647
N -2.9630 -7.5943 -3.2759
C -2.9246 -8.7164 -4.1779
H -4.7992 -5.9091 -1.5480
H -3.1575 -5.3318 -1.8726
H -3.4209 -6.3563 -0.3972
H -2.3775 -6.7963 -3.4771
H -2.2041 -9.3821 -3.7027
H -2.5002 -8.4925 -5.1566
H -3.8195 -9.3386 -4.1882
C 5.0677 -6.9424 2.7883
C 4.8137 -6.0809 1.5386
O 5.6355 -6.0354 0.5391
N 3.6899 -5.3269 1.5826
C 3.2711 -4.4256 0.4424
H 4.5429 -7.8880 2.6519
H 4.6732 -6.5006 3.7034
H 6.1509 -7.0180 2.8837
H 2.9828 -5.7331 2.1785
H 4.0421 -3.7022 0.1769
H 2.2665 -4.1025 0.7152
H 3.0467 -4.9329 -0.4959
C -0.3957 -1.6278 1.4658
C 0.6245 -0.6979 0.9854
O 1.8455 -0.9586 0.8110
N 0.1322 0.5636 0.8673
C 0.9344 1.6767 0.4688
H -0.2151 -2.5574 0.9260
H -1.4324 -1.3674 1.2524
H -0.3029 -1.5940 2.5513
H -0.7292 0.7349 1.3661
H 1.3789 2.0974 1.3708
H 0.3941 2.4339 -0.0993
H 1.7977 1.3568 -0.1146
C -1.4304 5.0201 2.3783
C -0.0310 4.8996 2.9819
O 0.5309 3.7903 2.9341
N 0.5739 6.0194 3.5167
C 1.8512 6.0426 4.2530
H -1.6905 6.0265 2.0503
H -2.1620 4.5908 3.0628
H -1.2971 4.4300 1.4716
H 0.0601 6.8859 3.4432
H 2.3095 7.0315 4.2427
H 2.4461 5.2423 3.8128
H 1.7960 5.9695 5.3392
```

Values from the calculation:
Relative energy (zero: lowest compared OMol25 entry of this formula, charge and spin) ... 825.9 kJ/mol
Electronic energy ... -6212.79541 Ha
Net charge ... 0
M ... 1827.4 g/mol
HOMO-LUMO gap ... 8.77 eV

Atom charges from the Mulliken analysis, given in e for atoms 1 to 99: 0.844, 0.131, -0.943, 0.138, -1.098, 0.169, -0.242, -0.189, 0.068, 0.388, 0.343, 0.378, -0.383, 0.722, -0.768, 1.019, -0.785, 0.428, -0.306, 0.159, -0.752, 0.337, -0.266, 0.319, 1.836, 0.407, -0.698, -0.134, -0.958, -0.568, -0.719, -0.345, 0.199, 0.337, 0.321, 0.320, -0.543, 0.687, -0.703, 0.311, -0.759, 0.371, 0.329, -0.226, 0.047, 0.312, 0.221, 0.126, -1.618, 0.793, -0.312, 0.014, -0.815, 0.543, 0.623, -0.199, 0.238, 0.265, 0.404, 0.162, -1.337, 0.564, -0.595, 0.057, -0.832, 0.337, 0.244, 0.426, 0.289, -0.289, 0.558, 0.397, -0.706, 0.674, -0.661, 0.272, -0.543, 0.313, -0.066, 0.247, 0.323, 0.087, 0.514, -0.308, -1.071, 0.804, -0.678, 0.228, -1.334, 0.240, 0.371, 0.207, 0.079, 0.366, 0.536, 0.177, -1.237, 0.633, -0.645